Entry 1:
Computed, not measured: C20H31GeI2N2O5SSiV as an isolated structure, with the ωB97M-V functional and the def2-TZVPD basis.

Positions of all 64 atoms, in Å:
1 V -0.37035 -0.88202 -0.61882
2 I 5.26803 2.16313 3.87664
3 C 3.56167 1.25160 2.88728
4 C 3.58440 -0.10279 2.61780
5 C 2.72016 -0.58771 1.65968
6 I 2.57231 -2.71722 1.49472
7 C 1.79260 0.21304 0.95257
8 O 1.01743 -0.23628 0.01307
9 C 1.73331 1.58254 1.35761
10 C 0.58802 2.45337 0.90747
11 N -0.68901 2.37956 1.64627
12 C -0.69277 2.17476 3.08766
13 C -1.04315 0.81314 3.68653
14 C -1.43254 0.77657 5.02457
15 C -1.83110 -0.41943 5.59278
16 C -1.84991 -1.55028 4.79711
17 C -1.44718 -1.43003 3.48058
18 N -1.03179 -0.28352 2.93739
19 C 2.66002 2.08858 2.24521
20 H 4.23760 -0.77006 3.16140
21 H 0.38104 2.23182 -0.13706
22 H 0.91637 3.49916 0.97992
23 H -1.32560 1.72783 1.19171
24 H -1.44734 2.85382 3.50582
25 H 0.27307 2.49889 3.48844
26 H -1.42717 1.69008 5.60790
27 H -2.14226 -0.46152 6.62995
28 H -2.17096 -2.50711 5.18671
29 H -1.46578 -2.29155 2.82243
30 H 2.62684 3.14137 2.50323
31 O -3.39990 -0.74385 1.00538
32 S -2.84753 -0.61753 -0.33591
33 O -3.84073 -0.65836 -1.39394
34 O -1.88890 -1.79537 -0.55810
35 O -2.00408 0.60881 -0.44569
36 C 0.28393 -4.69753 -0.89504
37 Si 0.41408 -2.93611 -1.72344
38 C 2.21458 -2.96912 -2.46331
39 C -0.64802 -3.35933 -3.29082
40 H 0.60097 -5.47532 -1.59924
41 H -0.75849 -4.89529 -0.62683
42 H 0.89123 -4.80782 0.00784
43 H 2.36784 -3.83414 -3.11971
44 H 2.96554 -3.02047 -1.67002
45 H 2.41096 -2.06340 -3.04461
46 H -0.48407 -4.38786 -3.63116
47 H -0.44274 -2.69150 -4.13135
48 H -1.70547 -3.25119 -3.03220
49 C -1.73659 3.10796 -2.05722
50 Ge -0.52408 1.78771 -2.90283
51 C 1.34154 2.54035 -2.92252
52 C -1.01471 1.96785 -4.85236
53 C -0.43666 -0.12801 -2.56708
54 H -1.72065 4.05045 -2.60899
55 H -1.48510 3.28740 -1.01308
56 H -2.74055 2.68490 -2.08063
57 H 1.34859 3.52598 -3.39587
58 H 1.98083 1.87715 -3.50879
59 H 1.77760 2.63506 -1.92662
60 H -0.93088 3.00428 -5.19629
61 H -2.04512 1.64044 -5.00890
62 H -0.36579 1.35137 -5.47828
63 H 0.28457 -0.51920 -3.29322
64 H -1.42816 -0.51804 -2.82577

The value obtained for the relative energy (zero: lowest compared OMol25 entry of this formula, charge and spin) is 166.8 kJ/mol. For the HOMO-LUMO gap (spin up / spin down), the calculation gives 3.91 / 4.61 eV. The net charge is -2. Its spin multiplicity is 3.

These are the natural (NBO) partial charges, in e, on atoms 1 to 5: number 1, V, carries 1.077; number 2, I, carries 0.010; number 3, C, carries -0.142; number 4, C, carries -0.283; number 5, C, carries -0.197


Entry 2:
Computed, not measured: C20H31MnO5S as an isolated structure, with the ωB97M-V functional and the def2-TZVPD basis.

Positions of all 58 atoms, in Å:
1 O 0.40956 0.26662 -7.43961
2 C 0.31330 1.58784 -8.08594
3 C 0.15445 1.00837 -9.48299
4 H 1.23644 2.16664 -7.95523
5 H -0.56165 2.14072 -7.72531
6 C 0.30155 -0.34951 -8.76745
7 H 0.93063 1.25367 -10.19861
8 H -0.82434 1.15117 -9.92023
9 C 1.55966 -1.05882 -9.19182
10 H 2.41941 -0.38211 -9.21614
11 H 1.44541 -1.39834 -10.22461
12 H 1.73037 -1.94924 -8.58145
13 C -0.91366 -1.22777 -8.91820
14 H -1.83889 -0.69592 -8.67223
15 H -0.80423 -2.13854 -8.32172
16 H -0.99228 -1.53240 -9.96569
17 Mn -0.14556 -0.11908 0.11596
18 C -1.92055 -0.61686 1.29128
19 C -1.71710 0.79348 1.46034
20 C -1.77752 1.40483 0.16479
21 H -1.69357 1.30796 2.41172
22 C -2.02155 0.39219 -0.81484
23 C -2.09449 -0.87618 -0.12707
24 H -2.33129 -1.82017 -0.59902
25 H -2.02245 -1.32981 2.09897
26 H -1.77064 2.47748 -0.04508
27 H -2.23113 0.56132 -1.87276
28 C 1.06166 -1.35257 1.53225
29 C 0.28460 -2.16624 0.63641
30 C 0.73348 -1.88415 -0.71698
31 H -0.41887 -2.93983 0.91253
32 C 1.80414 -0.93218 -0.61220
33 C 2.02252 -0.63729 0.76256
34 H 2.90725 -0.11551 1.14579
35 H 1.02455 -1.39663 2.62332
36 H 0.41384 -2.38025 -1.62307
37 H 2.42905 -0.59758 -1.43709
38 O 0.82841 0.51833 -2.82511
39 C 0.01485 -0.19621 -3.77593
40 C -0.38529 0.81644 -4.84696
41 H -0.89057 -0.67264 -3.33824
42 H 0.64741 -1.01009 -4.16532
43 C 0.53239 2.03518 -4.57442
44 H -1.44099 1.11279 -4.76010
45 H -0.21559 0.33190 -5.81195
46 C 0.67384 1.94998 -3.05548
47 H 0.15486 2.99270 -4.96994
48 H 1.52521 1.80994 -4.98951
49 H -0.23819 2.38182 -2.58508
50 H 1.56208 2.41290 -2.62016
51 C 0.56450 3.68478 1.91227
52 S 1.28752 2.06493 1.79173
53 O 2.72868 2.21050 1.78777
54 O 0.70580 1.25293 2.85984
55 O 0.79733 1.57240 0.40842
56 H 0.73432 4.04393 2.93099
57 H -0.50778 3.61888 1.71254
58 H 1.05960 4.33361 1.18307

The value obtained for the relative energy (zero: lowest compared OMol25 entry of this formula, charge and spin) is 0.0 kJ/mol. For the HOMO-LUMO gap (spin up / spin down), the calculation gives 6.16 / 8.75 eV. Its spin multiplicity is 5.

These are the natural (NBO) partial charges, in e, on atoms 1 to 5: number 1, O, carries -0.557; number 2, C, carries -0.060; number 3, C, carries -0.461; number 4, H, carries 0.184; number 5, H, carries 0.184


Number 1: F_max 0.1653 hartree/bohr. Number 2: F_max 0.0693 hartree/bohr.